[1]
{"formula": "C3H7NS2", "method": "wB97M-V/def2-TZVPD", "relative_energy_ev": 0.909, "homo_lumo_gap_ha": 0.310, "molar_mass_da": 121.2, "total_energy_ev": -26384.266, "symbols": ["C", "C", "C", "H", "H", "H", "H", "H", "H", "H", "N", "S", "S"], "coordinates": [[-1.756846, -0.250888, 0.572317], [-0.680406, -0.425720, -0.522014], [0.647751, 0.114549, -0.148453], [-3.220667, 0.313484, -0.806261], [-3.827394, -0.534311, 0.487274], [-1.629148, 0.712381, 1.034601], [-1.667471, -1.078471, 1.360425], [-1.084506, 0.210464, -1.268617], [-0.714907, -1.464651, -0.858573], [2.785142, -0.657863, 0.766709], [-3.028505, -0.404261, -0.121813], [1.828280, -1.197419, 0.025981], [0.752688, 1.741241, 0.019396]], "forces_ev_per_a": [[-0.11, -1.67, 0.47], [-0.73, -0.64, 0.56], [0.37, 0.48, 0.27], [0.07, 0.14, 0.19], [0.21, 0.17, -0.06], [0.14, 0.42, 0.36], [-0.14, 1.20, -1.00], [-0.02, 0.43, -1.18], [0.25, 0.10, -0.01], [0.23, 0.62, 0.07], [-0.30, -0.59, 0.26], [-0.78, 0.11, -0.14], [0.80, -0.78, 0.22]], "mulliken_charge": [-0.3076, -0.8432, 0.2721, 0.1759, 0.2019, 0.3097, 0.2715, 0.3147, 0.4017, 0.1506, -0.5433, -0.1873, -0.2167]}

[2]
{"formula": "C3H7NS2", "method": "wB97M-V/def2-TZVPD", "relative_energy_ev": 3.196, "homo_lumo_gap_ha": 0.350, "molar_mass_da": 121.2, "total_energy_ev": -26381.980, "symbols": ["C", "C", "C", "H", "H", "H", "H", "H", "H", "H", "N", "S", "S"], "coordinates": [[-0.133153, -0.273321, -0.886010], [-0.801131, 0.521631, 0.259851], [0.657551, 0.318040, 0.256154], [-0.745524, -1.962811, -1.550940], [-0.151991, -2.227045, -0.094308], [-0.279662, 0.473528, -1.759366], [-0.982453, 1.611980, -0.044975], [-0.908167, -0.186395, 2.610987], [1.205870, -0.292527, 0.933056], [2.525169, 2.153471, -0.237455], [0.143846, -1.708678, -1.105674], [-1.623941, -0.549787, 1.487879], [1.093587, 2.121914, 0.130800]], "forces_ev_per_a": [[1.49, 2.46, -0.58], [-1.06, -1.84, 1.08], [0.63, 3.04, -1.76], [0.41, -0.59, -0.71], [1.42, 1.87, -2.96], [0.91, -2.18, 0.79], [-1.18, -1.95, 0.86], [-0.45, -0.13, -0.83], [0.08, -0.34, 0.41], [-2.35, -0.19, 0.58], [-3.52, -0.53, 3.31], [0.03, 1.10, 0.32], [3.58, -0.73, -0.50]], "mulliken_charge": [-0.1766, -0.2865, -0.2247, 0.3005, 0.3445, 0.2679, 0.3386, 0.1399, 0.4202, 0.1309, -0.6577, -0.2804, -0.3165]}

[3]
{"formula": "C3H7NS2", "method": "wB97M-V/def2-TZVPD", "relative_energy_ev": 0.112, "homo_lumo_gap_ha": [0.222, 0.243], "spin_multiplicity": 3, "molar_mass_da": 121.2, "s_squared": 2.007, "total_energy_ev": -26380.917, "symbols": ["C", "C", "C", "N", "S", "S", "H", "H", "H", "H", "H", "H", "H"], "coordinates": [[0.791253, -1.325605, -1.102381], [-0.797403, 1.480365, 0.491131], [-0.828588, 0.067659, 0.957934], [1.819822, -1.906184, -1.771759], [-0.418710, -0.727126, -2.175136], [0.867944, -1.147397, 0.637893], [-1.455917, 2.058551, 0.990307], [0.220939, 1.878014, 0.741078], [-1.008232, 1.636461, -0.636637], [-1.578294, -0.601216, 0.563581], [-0.600988, 0.057547, 2.135490], [1.775491, -1.790052, -2.797376], [2.513267, -2.625810, -1.417789]], "forces_ev_per_a": [[-0.49, 0.25, 1.24], [3.29, -0.94, -3.42], [3.08, -1.71, 2.64], [2.53, -1.49, -1.62], [-0.58, 0.04, 0.01], [-2.06, 1.74, -0.41], [-2.45, 1.76, 1.82], [-0.82, -0.12, -0.50], [0.51, -0.43, 1.74], [-0.35, 0.04, 0.41], [-1.31, -0.24, -2.57], [0.45, -0.17, 1.09], [-1.79, 1.28, -0.41]], "lowdin_spin": [0.5599, 0.0228, 0.0243, 0.2655, 0.9181, 0.1581, 0.0015, 0.0008, 0.0157, 0.0016, 0.0015, 0.0146, 0.0156]}

[4]
{"formula": "C3H7NS2", "method": "wB97M-V/def2-TZVPD", "relative_energy_ev": 1.425, "homo_lumo_gap_ha": [0.204, 0.260], "spin_multiplicity": 3, "molar_mass_da": 121.2, "s_squared": 2.011, "total_energy_ev": -26379.604, "symbols": ["C", "C", "C", "N", "S", "S", "H", "H", "H", "H", "H", "H", "H"], "coordinates": [[0.860051, 0.390640, -0.483005], [-0.610070, 0.696728, -0.384883], [1.328213, 0.068080, 0.854669], [-1.269884, -0.468004, 0.286139], [-0.112646, -0.944620, 1.571676], [-1.469974, -1.748310, -0.898852], [1.048221, -0.427415, -1.155378], [1.411555, 1.368926, -0.812995], [-0.714977, 1.507092, 0.325437], [-1.419683, 0.843743, -1.207507], [2.313900, -0.516290, 0.949659], [1.402606, 0.926000, 1.550991], [-2.767312, -1.696569, -0.595951]], "forces_ev_per_a": [[1.06, 3.06, -2.53], [-3.28, -0.08, -0.01], [0.22, -1.34, 2.44], [1.09, 1.19, -1.30], [2.02, -1.02, 2.33], [-0.81, -0.60, 0.20], [0.22, -0.19, -0.54], [-0.83, -1.80, 0.02], [-0.14, 0.54, 0.05], [2.52, 0.38, 0.54], [-1.70, 0.63, -0.25], [-0.03, -0.25, -0.45], [-0.33, -0.51, -0.51]], "lowdin_spin": [0.0247, 0.0298, 0.1069, 0.3945, 1.1528, 0.2194, 0.0022, 0.0044, 0.0049, 0.0073, 0.0183, 0.0184, 0.0164]}

[5]
{"formula": "C3H7NSi", "method": "wB97M-V/def2-TZVPD", "relative_energy_ev": 2.622, "homo_lumo_gap_ha": 0.353, "molar_mass_da": 85.2, "total_energy_ev": -12589.096, "symbols": ["C", "C", "C", "N", "Si", "H", "H", "H", "H", "H", "H", "H"], "coordinates": [[-3.348601, 0.098776, -0.026218], [1.224485, 0.220684, 0.075468], [-0.227707, 0.762590, -0.215214], [-4.446082, 0.362400, 0.105670], [-1.612367, -0.508027, -0.199757], [2.046755, 0.892964, 0.002212], [1.519886, -0.288992, 1.018432], [1.354791, -0.524086, -0.635545], [-0.077046, 1.445378, -1.098484], [-0.416722, 1.414848, 0.731316], [-0.587005, -1.697337, 1.341986], [-1.807953, -1.377396, -1.383038]], "forces_ev_per_a": [[1.94, -0.35, 0.45], [-0.74, -0.80, 0.99], [1.31, 2.02, 2.19], [-1.77, 0.50, 0.11], [2.33, -1.77, 1.38], [0.13, 1.26, -0.63], [-1.35, 0.28, -0.08], [0.82, -1.47, -1.52], [-0.78, -0.67, 0.79], [-0.25, -0.63, -1.76], [-1.97, 1.59, -2.08], [0.33, 0.04, 0.16]], "mulliken_charge": [0.2136, -1.2821, -0.3780, -0.3454, 0.1681, 0.3787, 0.3631, 0.3735, 0.3637, 0.2471, -0.0480, -0.0545]}

[6]
{"formula": "C3H7NSi", "method": "wB97M-V/def2-TZVPD", "relative_energy_ev": 3.160, "homo_lumo_gap_ha": 0.308, "molar_mass_da": 85.2, "total_energy_ev": -12588.559, "symbols": ["C", "C", "C", "N", "Si", "H", "H", "H", "H", "H", "H", "H"], "coordinates": [[2.966689, -0.160609, 0.219533], [-0.788193, 1.502488, 0.081974], [-0.643734, -1.574687, 0.200662], [4.060082, -0.264040, 0.540526], [0.054951, 0.005184, -0.651472], [-1.008157, 1.541099, 1.181347], [-0.235723, 2.518321, 0.111905], [-1.669528, 1.766592, -0.393737], [-0.941363, -1.279376, 1.145633], [-1.579963, -1.827819, -0.410064], [0.054814, -2.389844, 0.117635], [-0.269880, 0.162694, -2.143938]], "forces_ev_per_a": [[-3.84, 0.35, -1.29], [2.89, 2.24, 2.84], [-0.06, 0.58, -3.83], [1.44, -0.14, 0.46], [-0.42, -0.18, 0.74], [0.07, -1.01, -0.77], [-0.21, -1.63, -0.78], [-1.89, 0.02, -1.36], [-0.30, 0.23, 2.10], [1.21, 0.32, 0.72], [0.08, -0.35, 0.39], [1.03, -0.41, 0.79]], "mulliken_charge": [-0.2626, -1.0774, -0.8633, -0.3626, 0.6229, 0.3338, 0.3340, 0.4099, 0.3015, 0.2849, 0.3128, -0.0339]}

Repeat the third record exactly.
{"formula": "C3H7NS2", "method": "wB97M-V/def2-TZVPD", "relative_energy_ev": 0.112, "homo_lumo_gap_ha": [0.222, 0.243], "spin_multiplicity": 3, "molar_mass_da": 121.2, "s_squared": 2.007, "total_energy_ev": -26380.917, "symbols": ["C", "C", "C", "N", "S", "S", "H", "H", "H", "H", "H", "H", "H"], "coordinates": [[0.791253, -1.325605, -1.102381], [-0.797403, 1.480365, 0.491131], [-0.828588, 0.067659, 0.957934], [1.819822, -1.906184, -1.771759], [-0.418710, -0.727126, -2.175136], [0.867944, -1.147397, 0.637893], [-1.455917, 2.058551, 0.990307], [0.220939, 1.878014, 0.741078], [-1.008232, 1.636461, -0.636637], [-1.578294, -0.601216, 0.563581], [-0.600988, 0.057547, 2.135490], [1.775491, -1.790052, -2.797376], [2.513267, -2.625810, -1.417789]], "forces_ev_per_a": [[-0.49, 0.25, 1.24], [3.29, -0.94, -3.42], [3.08, -1.71, 2.64], [2.53, -1.49, -1.62], [-0.58, 0.04, 0.01], [-2.06, 1.74, -0.41], [-2.45, 1.76, 1.82], [-0.82, -0.12, -0.50], [0.51, -0.43, 1.74], [-0.35, 0.04, 0.41], [-1.31, -0.24, -2.57], [0.45, -0.17, 1.09], [-1.79, 1.28, -0.41]], "lowdin_spin": [0.5599, 0.0228, 0.0243, 0.2655, 0.9181, 0.1581, 0.0015, 0.0008, 0.0157, 0.0016, 0.0015, 0.0146, 0.0156]}